# 1
The following is a quantum chemistry calculation of C39H51BCaN6OS2Si3 as an isolated structure at a distorted geometry, from the Open Molecules 2025 dataset.

Calculated values
Total charge: -2
Spin multiplicity: 1
LUMO energy (spin up / spin down) (eV): 3.95 / 3.81
HOMO energy (spin up / spin down) (eV): 1.43 / 0.14

Geometry (Å):
Ca  -1.871  1.908  -0.510
C  -2.737  -2.937  0.762
Si  -0.971  -3.517  0.972
C  -0.127  -2.713  2.460
C  -0.764  -5.324  1.137
C  -0.856  -6.142  2.251
C  0.133  -7.147  2.354
C  1.051  -7.467  1.326
C  0.919  -6.773  0.160
C  0.162  -5.625  0.146
Si  0.338  -4.022  -0.832
C  2.123  -3.437  -0.766
C  -0.535  -4.002  -2.477
H  -2.825  -1.830  0.813
H  -3.335  -3.306  1.587
H  -3.116  -3.326  -0.195
H  -0.914  -2.369  3.183
H  0.495  -1.828  2.240
H  0.554  -3.359  3.051
H  -1.561  -5.927  3.076
H  0.127  -7.763  3.212
H  1.760  -8.294  1.458
H  1.534  -7.103  -0.703
H  2.818  -4.223  -0.946
H  2.436  -2.983  0.197
H  2.245  -2.716  -1.564
H  -1.614  -4.214  -2.383
H  -0.014  -4.708  -3.173
H  -0.531  -2.985  -2.964
B  -3.210  0.793  3.033
N  -2.025  1.763  2.894
C  -1.227  2.215  3.878
C  0.064  2.464  3.362
C  0.019  1.951  2.025
N  -1.288  1.723  1.705
N  -4.210  0.935  1.814
C  -5.508  0.802  1.827
C  -6.074  1.059  0.524
C  -5.006  1.360  -0.260
N  -3.841  1.381  0.436
H  -3.822  0.954  4.072
H  -2.918  -0.416  2.977
H  -1.619  2.238  4.866
H  0.922  2.843  3.895
H  0.854  1.862  1.306
H  -5.986  0.484  2.739
H  -7.167  1.137  0.299
H  -4.961  1.684  -1.309
C  5.638  -1.777  4.182
Si  3.977  -1.097  3.488
C  4.150  -0.208  1.738
C  3.429  0.046  4.808
C  2.239  -0.106  5.530
C  1.742  0.957  6.300
C  2.364  2.230  6.257
C  3.646  2.334  5.695
C  4.148  1.252  4.960
H  6.068  -0.988  4.832
H  6.281  -2.044  3.353
H  5.505  -2.617  4.830
H  5.220  -0.049  1.526
H  3.568  0.692  1.693
H  3.812  -0.932  0.994
H  1.593  -0.951  5.392
H  0.794  0.882  6.847
H  1.891  3.107  6.698
H  4.233  3.229  5.715
H  5.093  1.336  4.432
O  0.066  2.951  -1.063
S  1.138  3.787  -1.831
C  2.594  2.761  -2.164
C  3.483  3.244  -3.166
C  4.460  2.326  -3.581
C  4.433  0.965  -3.274
C  3.689  0.580  -2.177
C  2.841  1.534  -1.574
C  0.337  4.197  -3.384
C  0.673  3.586  -4.569
C  0.114  4.020  -5.782
C  -0.650  5.192  -5.789
C  -0.962  5.838  -4.601
C  -0.614  5.228  -3.421
H  3.455  4.309  -3.544
H  5.207  2.711  -4.297
H  5.059  0.282  -3.901
H  3.657  -0.406  -1.741
H  2.410  1.337  -0.617
H  1.361  2.777  -4.573
H  0.377  3.510  -6.768
H  -1.127  5.413  -6.717
H  -1.461  6.797  -4.557
H  -0.992  5.604  -2.416
S  -1.947  1.315  -3.140
C  -3.435  1.174  -3.894
N  -4.482  2.047  -4.041
C  -5.237  1.771  -5.270
C  -4.920  0.290  -5.427
N  -3.694  0.108  -4.665
H  -4.405  3.006  -3.681
H  -4.804  2.370  -6.127
H  -6.299  1.920  -5.097
H  -4.870  -0.053  -6.475
H  -5.766  -0.299  -4.966
H  -3.001  -0.588  -4.934

Mulliken atomic charge list, values in e, 6 entries: 1.38 -0.72 0.20 -1.01 0.61 -0.78

=====

# 2
The following is a quantum chemistry calculation of an isolated ion of composition C3H6NO and charge +1 at a distorted geometry, from the Open Molecules 2025 dataset.

Calculated values
Total charge: +1
Spin multiplicity: 1
LUMO energy (eV): -6.48
HOMO energy (eV): -14.93

Geometry (Å):
C  0.897  1.113  -0.701
C  -1.866  -0.757  0.955
C  0.409  -0.169  -0.053
N  1.315  -0.085  -1.354
O  -1.012  -0.249  0.197
H  0.057  1.593  -1.341
H  1.734  1.703  -0.096
H  -2.876  -0.430  1.021
H  -1.592  -1.489  1.671
H  0.795  -0.637  0.754
H  2.138  -0.593  -1.054

Mulliken atomic charge list, values in e, 6 entries: -0.26 0.10 -0.11 -0.42 -0.13 0.24

=====

Energy above the lowest of the compared OMol25 structures with the same formula, charge and spin across the listed records, respectively: 406.3, 421.1 kJ/mol.